[1]
Molecular formula: C12H24O4
Method: DFT, wB97M-V/def2-TZVPD

Calculated values
Highest occupied orbital energy = -9.28 eV
E_tot = -21021.8439 eV
Energy above the lowest of the compared OMol25 structures with the same formula, charge and spin = 26.1 kcal per mole
HOMO-LUMO gap = 9.744 eV
LUMO = 0.5 eV

```
! RIJCOSX wB97M-V def2-TZVPD def2/J DEFGRID3
* xyz 0 1
O 3.46457 2.19319 -1.37556
O -0.05536 -1.69118 1.30588
O 4.07406 -2.31303 0.18578
O -5.26654 -0.82829 0.35740
C 0.61923 -0.62218 -0.80016
C -4.66809 -1.14165 -1.80100
C -0.30569 -0.87260 0.43491
C 1.79677 2.74838 0.31141
C 2.76511 -4.00588 1.29825
C -5.77906 1.13214 -0.94356
C 3.33785 4.48584 -0.82562
C -5.35247 -0.33148 -0.72099
C 2.89229 3.03600 -0.68841
C 3.38402 -1.67547 2.36899
C 3.51076 -2.66351 1.22996
C -1.71080 -0.42159 0.30512
H 2.46200 5.10735 -1.01193
H -6.42400 1.22158 -1.81773
H -3.87778 -1.77178 -1.39302
H 3.94766 -2.04765 3.22450
H 2.81381 -4.50552 2.26577
H -5.52316 -1.73412 -2.12647
H 0.31908 -1.35238 -1.55169
H 0.85155 2.84073 -0.22351
H 1.90422 1.72020 0.65695
H -1.95664 0.63197 0.17216
H -6.36519 1.53787 -0.11898
H -2.24138 -0.74349 1.20120
H -4.27698 -0.52017 -2.60653
H 2.35321 -1.47330 2.65996
H 1.65459 -0.84584 -0.54304
H 1.66150 3.37460 1.19325
H -2.25243 -0.96857 -0.46659
H 0.48452 0.34555 -1.28332
H -4.84112 1.68460 -0.88743
H 4.12911 4.61686 -1.56375
H 3.78680 4.84476 0.10052
H 3.17095 -4.58527 0.46898
H 1.77370 -3.71275 0.95290
H 3.73932 -0.69389 2.05537
*
```

So, what does the natural (NBO) scheme give us? The charges, in e, come out as: -0.534 -0.554 -0.563 -0.544 -0.726 -0.714 0.598 -0.734 -0.727 -0.722 -0.717 0.593 0.589 -0.730 0.601 -0.740 0.222 0.228 0.234 0.228 0.224 0.238 0.239 0.235 0.241 0.224 0.236 0.248 0.214 0.245 0.250 0.233 0.237 0.223 0.239 0.237 0.229 0.234 0.256 0.231

***

[2]
Molecular formula: C19H22FO6
Method: DFT, wB97M-V/def2-TZVPD

Calculated values
Highest occupied orbital energy = -2.34 eV
E_tot = -35059.5376 eV
Energy above the lowest of the compared OMol25 structures with the same formula, charge and spin = 0.0 kcal per mole
HOMO-LUMO gap = 3.441 eV
LUMO = 1.1 eV

```
! RIJCOSX wB97M-V def2-TZVPD def2/J DEFGRID3
* xyz -1 1
F 3.76599 1.57254 -1.06573
O 4.25615 -1.17973 -1.28576
O -3.02698 -3.83101 2.26194
O 1.36350 2.79124 1.38156
O 1.29729 3.22911 -0.92016
O 2.80537 -0.08576 3.09789
O -1.09762 3.81933 -2.25339
C -4.10106 -0.37035 0.69269
C 0.33299 -2.24917 -1.30869
C 2.89384 1.00611 1.03041
C -2.79768 -0.06587 1.08049
C 3.34020 0.69438 -0.17513
C -1.73392 -0.85801 0.65985
C -0.82227 -2.90584 -0.51813
C 2.73036 2.40817 1.53164
C -3.24820 -2.28559 -0.51352
C 0.37179 2.21202 -1.25974
C 2.32869 -1.58138 0.01881
C -1.94108 -1.98044 -0.13687
C 2.54264 -0.13123 1.92893
C -4.31518 -1.48904 -0.10149
C -1.05055 2.68120 -1.40042
C 1.93167 -1.30256 1.26118
C 1.74179 -2.68595 -0.80011
C 3.39836 -0.73931 -0.57535
C 1.14073 3.73529 0.36419
H -1.61293 1.85745 -1.84156
H 0.69401 1.83651 -2.22853
H -2.01470 3.93426 -2.50987
H 0.25774 -1.17269 -1.17697
H -1.50911 2.87454 -0.43089
H 0.24014 -2.42723 -2.37558
H -1.23831 -3.71341 -1.10917
H 3.38749 3.08268 0.99132
H 2.38366 -2.88511 -1.65199
H -2.62837 0.78200 1.72878
H 1.19086 -1.88962 1.78174
H -4.92469 0.23818 1.02966
H -3.37985 -2.95438 2.07570
H 0.40670 1.37330 -0.56829
H -0.74054 -0.60236 1.00563
H 2.94412 2.41203 2.59497
H 1.62602 -3.59056 -0.21509
H 1.84920 4.55744 0.46516
H -0.42333 -3.30541 0.41017
H 0.13682 4.12482 0.52615
H -3.43558 -3.17056 -1.10044
H -5.31613 -1.77005 -0.39599
*
```

So, what does the natural (NBO) scheme give us? The charges, in e, come out as: -0.292 -0.488 -1.355 -0.539 -0.530 -0.503 -0.722 -0.238 -0.369 -0.175 -0.222 0.361 -0.177 -0.432 -0.101 -0.163 -0.099 -0.017 0.003 0.535 -0.204 -0.100 -0.265 -0.451 0.476 0.228 0.183 0.193 0.467 0.196 0.164 0.203 0.215 0.192 0.226 0.197 0.255 0.200 0.377 0.190 0.185 0.214 0.229 0.152 0.236 0.159 0.206 0.202

***

[3]
Molecular formula: C13H17BrN2Pb
Method: DFT, wB97M-V/def2-TZVPD

Calculated values
Highest occupied orbital energy (alpha / beta) = -14.54 / -14.37 eV
E_tot = -92002.2724 eV
HOMO-LUMO gap (alpha / beta) = 3.069 / 2.617 eV
LUMO (alpha / beta) = -11.5 / -11.8 eV

```
! RIJCOSX wB97M-V def2-TZVPD def2/J DEFGRID3
* xyz 2 1
Pb -2.45284 0.27764 0.61457
Br -0.99162 0.12781 3.02629
N 0.44605 -1.56345 0.12379
N 0.80634 0.94125 -0.84292
C 3.02154 0.42888 -1.63412
C 2.40978 -3.55582 0.04244
C -3.26650 -1.43232 1.86640
C 1.61446 -1.32851 -0.48816
C 2.17058 2.65667 -1.84009
C 1.21699 -3.76025 0.72763
C 0.27321 -2.72201 0.76228
C -1.43265 2.32437 1.39401
C 2.62893 -2.31483 -0.57059
C 1.80413 0.04777 -1.01958
C -3.45891 2.01538 -0.71203
C 3.20022 1.74639 -2.05394
C 0.98766 2.20501 -1.23072
H 0.14424 2.88611 -1.03302
H 3.54424 -2.06405 -1.08899
H -1.89982 2.71582 2.32003
H -4.41472 1.54416 -0.37145
H -3.50170 1.92435 -1.80005
H -3.36747 -1.56105 2.94051
H 3.19287 -4.30833 -0.03825
H -1.54342 3.05419 0.56679
H -4.28176 -1.00323 1.64253
H -3.38858 -2.41742 1.39573
H -3.64237 3.07292 -0.43316
H 2.23614 3.71367 -2.12863
H 4.13585 2.05729 -2.53044
H 3.81358 -0.30748 -1.76530
H 1.01722 -4.71254 1.23626
H -0.36835 2.15284 1.58380
H -0.65333 -2.84123 1.33841
*
```

So, what does the Löwdin scheme give us? The charges, in e, come out as: 1.426 0.488 0.069 0.082 0.022 -0.016 -0.266 -0.205 -0.027 -0.025 -0.141 -0.202 0.030 -0.195 -0.070 -0.021 -0.134 0.098 0.107 0.044 0.011 0.051 0.030 0.129 0.025 0.009 0.047 0.070 0.124 0.132 0.112 0.126 -0.018 0.090

***

[4]
Molecular formula: C2F3N4
Method: DFT, wB97M-V/def2-TZVPD

Calculated values
Highest occupied orbital energy (alpha / beta) = -4.35 / -4.51 eV
E_tot = -16181.9587 eV
HOMO-LUMO gap (alpha / beta) = 7.684 / 5.061 eV
LUMO (alpha / beta) = 3.3 / 0.6 eV

```
! RIJCOSX wB97M-V def2-TZVPD def2/J DEFGRID3
* xyz -1 1
F -2.47554 0.17744 0.74253
F -3.54096 0.98592 -0.91514
F -3.57720 -1.06364 -0.59622
N 3.35665 -0.35538 0.87415
N 2.05421 0.76383 -0.58601
N 2.19388 -0.91486 1.00310
N 3.26145 0.62661 -0.05156
C -2.71761 -0.01944 -0.55137
C 1.44513 -0.20048 0.08052
*
```

So, what does the natural (NBO) scheme give us? The charges, in e, come out as: -0.314 -0.342 -0.344 -0.164 -0.433 -0.444 -0.208 0.993 0.257